{"formula": "C3H3ClFNO", "method": "wB97M-V/def2-TZVPD", "species": ["C", "C", "C", "H", "H", "H", "N", "O", "F", "Cl"], "xyz": [[0.03577, -0.67469, 0.30011], [0.91257, 0.36313, -0.19021], [0.73080, 1.71255, -0.11788], [-2.63708, -1.91634, 0.47293], [0.46417, -1.71950, 0.20791], [-0.19286, 1.91054, 0.51154], [-1.37103, -0.57851, 0.01711], [-1.81518, -2.05287, 0.09524], [2.15370, -0.04389, -0.67615], [1.71913, 2.99958, -0.62060]], "charge": 0, "e_tot_ev": -21932.813, "max_force_ev_per_a": 6.9, "smiles": "O/N=C/C(F)=C/Cl", "orbital_gap_ev": 8.42, "lumo_energy_ev": -0.90}

{"formula": "C3H3ClFNO", "method": "wB97M-V/def2-TZVPD", "species": ["C", "C", "C", "H", "H", "H", "N", "O", "F", "Cl"], "xyz": [[1.05174, 0.22131, 0.31684], [0.29916, -1.11758, 0.01088], [-0.95047, -0.95745, 0.50894], [0.00343, 2.37570, -1.84652], [1.97747, 0.10730, 0.82192], [0.67455, -1.94232, -0.36109], [0.76728, 1.53284, 0.04646], [-0.29798, 1.70349, -1.11710], [-1.18074, 0.26573, 0.90558], [-2.34442, -2.18903, 0.71409]], "charge": 0, "e_tot_ev": -21931.946, "max_force_ev_per_a": 7.3, "smiles": "O/N=C\\C=C(/F)Cl", "orbital_gap_ev": 9.86, "lumo_energy_ev": 0.06}

{"formula": "C3H3ClIN", "method": "wB97M-V/def2-TZVPD", "species": ["C", "C", "C", "N", "Cl", "I", "H", "H", "H"], "xyz": [[0.68040, 1.44179, -0.00175], [-0.60581, -0.86055, 0.44157], [0.54799, 0.05134, -0.49418], [0.54687, 2.52563, 0.33181], [2.17240, -0.53962, -0.33258], [-2.56356, 0.02773, 0.14621], [-0.46942, -1.81400, -0.12653], [-0.49501, -0.91723, 1.45828], [0.18613, 0.08490, -1.42284]], "charge": 0, "e_tot_ev": -25271.232, "max_force_ev_per_a": 6.5, "smiles": "N#C[C@@H](Cl)CI", "orbital_gap_ev": 10.01, "lumo_energy_ev": 0.00}

{"formula": "C3H3ClN2O2", "method": "wB97M-V/def2-TZVPD", "species": ["C", "C", "C", "H", "H", "H", "N", "N", "O", "O", "Cl"], "xyz": [[-0.36456, 0.25184, 0.19180], [1.04995, -1.22361, -0.82449], [0.83013, 0.83848, -0.02080], [-1.81112, 0.27220, 1.60448], [-1.56793, 1.70040, 0.77381], [-0.93825, -1.69028, -0.46837], [-1.57577, 0.70581, 0.69287], [-0.20892, -1.05121, -0.27601], [1.52115, -2.18901, -1.36128], [1.69970, -0.02587, -0.63917], [1.36562, 2.41126, 0.32717]], "charge": 0, "e_tot_ev": -22757.278, "max_force_ev_per_a": 1.2, "smiles": "Nc1[nH]c(=O)oc1Cl", "orbital_gap_ev": 8.83, "lumo_energy_ev": 0.47}